[1]
{
  "formula": "C21H38F5IInO10S2",
  "method": "the ωB97M-V functional and the def2-TZVPD basis",
  "elements": ["C", "C", "C", "F", "In", "C", "C", "C", "C", "C", "C", "C", "C", "C", "O", "C", "C", "C", "O", "I", "C", "F", "F", "C", "F", "F", "H", "H", "H", "H", "H", "H", "H", "H", "H", "H", "H", "H", "H", "H", "H", "H", "H", "H", "H", "H", "H", "H", "H", "H", "H", "H", "H", "H", "H", "H", "C", "C", "O", "S", "O", "O", "O", "H", "H", "H", "H", "C", "C", "O", "S", "O", "O", "O", "H", "H", "H", "H"],
  "coordinates": [[-3.227, -4.502, -3.305], [-1.814, -4.172, -2.479], [-1.263, -5.506, -1.634], [-2.421, -6.354, -1.217], [0.078, -4.903, 0.128], [0.590, -2.681, -0.243], [1.200, -2.423, -1.759], [0.625, -0.974, -2.266], [1.773, 0.176, -2.508], [2.130, 1.060, -1.147], [2.541, 0.087, 0.113], [3.707, 0.746, 1.106], [3.093, 1.320, 2.520], [1.801, 2.327, 2.331], [2.012, 3.386, 1.326], [0.709, 3.925, 0.884], [-1.015, -4.929, 2.136], [-2.123, -6.152, 2.257], [-3.349, -5.956, 2.752], [-1.575, -8.185, 1.636], [1.972, -6.156, 0.217], [2.056, -6.883, -1.097], [1.911, -7.226, 1.280], [3.306, -5.256, 0.557], [3.863, -4.769, -0.730], [2.991, -4.185, 1.530], [-4.167, -4.320, -2.632], [-3.121, -5.600, -3.711], [-3.245, -3.738, -4.217], [-1.912, -3.246, -1.767], [-1.019, -3.939, -3.337], [-0.540, -6.069, -2.399], [1.336, -2.403, 0.623], [-0.460, -2.125, -0.130], [2.394, -2.432, -1.743], [0.899, -3.288, -2.513], [0.121, -1.167, -3.327], [-0.185, -0.491, -1.550], [1.297, 0.961, -3.270], [2.737, -0.238, -3.056], [3.093, 1.703, -1.418], [1.262, 1.822, -0.911], [1.543, -0.173, 0.699], [3.054, -0.884, -0.351], [4.358, 1.553, 0.521], [4.466, -0.133, 1.379], [2.734, 0.385, 3.135], [3.960, 1.930, 3.044], [0.865, 1.642, 2.127], [1.621, 2.867, 3.361], [0.634, 5.042, 1.265], [-0.219, 3.362, 1.321], [0.641, 3.901, -0.290], [-1.499, -3.859, 2.349], [-0.261, -5.098, 3.047], [4.095, -5.972, 1.042], [-2.397, 5.086, 3.921], [-2.971, 4.255, 5.065], [-3.332, 3.008, 4.476], [-2.299, 2.680, 3.257], [-1.276, 1.789, 3.759], [-3.070, 2.402, 2.067], [-1.653, 4.170, 3.120], [-3.195, 5.509, 3.303], [-1.751, 5.892, 4.280], [-3.840, 4.728, 5.529], [-2.212, 4.060, 5.830], [-2.427, 6.469, -2.993], [-0.973, 6.898, -3.171], [-0.200, 5.762, -2.792], [-1.026, 4.407, -3.172], [-0.538, 3.923, -4.444], [-1.109, 3.577, -1.993], [-2.478, 5.108, -3.418], [-2.724, 6.508, -1.940], [-3.113, 7.079, -3.587], [-0.716, 7.762, -2.555], [-0.754, 7.121, -4.220]],
  "lowdin_charge": [-0.15, -0.26, -0.31, -0.23, 0.78, -0.30, -0.28, -0.23, -0.22, -0.20, -0.19, -0.21, -0.18, -0.23, -0.24, -0.11, -0.27, -0.76, -0.18, 0.75, -0.26, -0.11, -0.15, -0.15, -0.06, -0.06, 0.07, 0.08, 0.07, 0.09, 0.10, 0.09, 0.02, 0.05, 0.10, 0.08, 0.11, 0.12, 0.10, 0.11, 0.11, 0.09, 0.11, 0.11, 0.11, 0.11, 0.12, 0.11, 0.11, 0.13, 0.10, 0.08, 0.07, 0.06, 0.06, 0.17, -0.17, -0.18, -0.19, 0.67, -0.23, -0.22, -0.22, 0.13, 0.14, 0.13, 0.13, -0.18, -0.18, -0.20, 0.68, -0.23, -0.24, -0.19, 0.13, 0.13, 0.13, 0.13],
  "gap_ev": 6.182,
  "mol_weight_da": 851.371,
  "total_energy_ev": -91389.2186,
  "multiplicity": 1,
  "total_charge": -1,
  "e_homo_ev": -4.76,
  "de_lowest_kcal_mol": 196.9
}



[2]
{
  "formula": "C11H18",
  "method": "the ωB97M-V functional and the def2-TZVPD basis",
  "elements": ["C", "C", "C", "C", "C", "C", "C", "H", "H", "H", "H", "H", "H", "H", "H", "C", "C", "C", "C", "H", "H", "H", "H", "H", "H", "H", "H", "H", "H"],
  "coordinates": [[-1.318, -2.931, -1.232], [-1.627, -1.931, 1.051], [-1.724, -1.750, -0.355], [-1.604, -0.882, 1.812], [-2.110, 0.435, 1.384], [-2.088, -0.532, -0.896], [-2.391, 0.489, 0.057], [-1.707, -2.931, 1.437], [-1.322, -0.995, 2.889], [-1.509, -3.904, -0.695], [-0.231, -2.869, -1.332], [-2.311, 1.204, 2.054], [-2.241, -0.447, -1.938], [-2.557, 1.434, -0.460], [-1.794, -3.070, -2.170], [2.094, 0.932, -0.167], [3.333, 1.831, -0.078], [1.154, 1.021, 1.122], [1.150, 1.400, -1.306], [2.437, -0.058, -0.388], [3.056, 2.826, 0.254], [0.767, 2.014, 1.237], [0.189, 0.384, 0.886], [1.677, 0.889, 2.159], [0.339, 0.606, -1.457], [0.801, 2.416, -1.219], [1.722, 1.313, -2.314], [3.825, 1.735, -0.993], [3.989, 1.369, 0.658]],
  "nbo_charge": [-0.65, -0.26, -0.10, -0.33, -0.36, -0.42, -0.20, 0.19, 0.17, 0.19, 0.17, 0.19, 0.19, 0.18, 0.19, -0.24, -0.61, -0.65, -0.66, 0.19, 0.20, 0.19, 0.28, 0.19, 0.24, 0.20, 0.17, 0.20, 0.19],
  "gap_ev": [2.724, 7.476],
  "mol_weight_da": 150.265,
  "total_energy_ev": -11696.0198,
  "multiplicity": 2,
  "total_charge": -1,
  "s2": 0.758,
  "e_homo_ev": [1.06, -3.83],
  "de_lowest_kcal_mol": 42.8
}



[3]
{
  "formula": "C5H13N",
  "method": "the ωB97M-V functional and the def2-TZVPD basis",
  "elements": ["C", "C", "C", "N", "C", "C", "H", "H", "H", "H", "H", "H", "H", "H", "H", "H", "H", "H", "H"],
  "coordinates": [[-1.496, 1.095, -1.219], [-0.929, -0.195, -1.871], [-0.366, -1.106, -0.800], [0.783, -0.487, -0.029], [0.597, -0.347, 1.375], [1.610, 0.545, 2.067], [-0.687, 1.711, -0.826], [-2.247, 0.935, -0.454], [-1.825, 1.715, -2.064], [-1.807, -0.684, -2.286], [-0.123, 0.089, -2.542], [0.133, -2.003, -1.169], [-1.123, -1.425, -0.075], [1.567, -1.074, -0.279], [-0.380, 0.116, 1.573], [0.578, -1.303, 1.940], [1.924, 1.328, 1.373], [1.240, 1.044, 2.962], [2.553, 0.046, 2.323]],
  "nbo_charge": [-0.61, -0.41, -0.21, -0.64, -0.22, -0.62, 0.21, 0.20, 0.21, 0.20, 0.21, 0.18, 0.18, 0.35, 0.19, 0.15, 0.21, 0.21, 0.20],
  "gap_ev": 9.881,
  "mol_weight_da": 87.166,
  "total_energy_ev": -6885.2819,
  "multiplicity": 1,
  "e_homo_ev": -8.65,
  "de_lowest_kcal_mol": 21.1,
  "smiles": "CCCNCC"
}



[4]
{
  "formula": "C28H40BrF2InN2O2PS3",
  "method": "the ωB97M-V functional and the def2-TZVPD basis",
  "elements": ["C", "C", "C", "C", "C", "C", "C", "C", "C", "In", "Br", "C", "C", "C", "S", "C", "S", "N", "C", "C", "N", "C", "P", "O", "O", "S", "H", "H", "H", "H", "H", "H", "H", "H", "H", "H", "H", "H", "H", "H", "H", "H", "H", "H", "H", "H", "H", "H", "H", "H", "H", "H", "H", "H", "H", "H", "F", "C", "C", "C", "C", "C", "C", "H", "H", "H", "H", "H", "F", "C", "C", "C", "C", "C", "C", "H", "H", "H", "H", "H"],
  "coordinates": [[-2.667, -3.491, 4.308], [-1.554, -3.613, 3.253], [-2.165, -3.757, 1.836], [-2.031, -5.193, 1.302], [-2.483, -5.269, -0.167], [-4.017, -5.136, -0.297], [-4.516, -3.746, -0.728], [-5.630, -3.181, 0.145], [-6.281, -1.928, -0.497], [-5.745, -0.005, 0.426], [-7.853, 1.543, 0.199], [-4.079, 1.096, -0.557], [-3.651, 2.254, 0.359], [-3.165, 3.513, -0.418], [-1.486, 3.841, 0.146], [-0.971, 5.253, -0.710], [-1.809, 6.007, -1.874], [0.285, 5.747, -0.279], [0.687, 7.040, -0.110], [1.956, 6.942, 0.342], [2.325, 5.643, 0.458], [1.313, 4.925, 0.081], [-5.208, -0.135, 2.920], [-5.441, 1.374, 3.567], [-3.597, -0.378, 3.200], [-6.297, -1.364, 3.954], [-3.531, -2.970, 3.911], [-2.327, -2.958, 5.194], [-3.000, -4.493, 4.572], [-0.880, -2.762, 3.282], [-0.991, -4.527, 3.427], [-3.230, -3.543, 1.857], [-1.741, -3.056, 1.116], [-2.716, -5.797, 1.900], [-1.012, -5.557, 1.429], [-1.950, -4.514, -0.744], [-2.180, -6.248, -0.544], [-4.457, -5.464, 0.644], [-4.336, -5.864, -1.041], [-3.706, -3.022, -0.827], [-4.945, -3.859, -1.724], [-5.308, -3.022, 1.175], [-6.395, -3.961, 0.186], [-5.958, -1.887, -1.536], [-7.360, -2.051, -0.484], [-3.240, 0.439, -0.771], [-4.475, 1.524, -1.477], [-2.845, 1.923, 1.016], [-4.471, 2.569, 1.005], [-3.830, 4.344, -0.223], [-3.143, 3.292, -1.478], [0.056, 7.879, -0.312], [2.576, 7.779, 0.601], [1.303, 3.853, 0.078], [-4.687, 1.911, 3.284], [-3.467, -0.135, 4.130], [5.020, 0.246, 1.505], [5.214, 1.328, 0.722], [6.220, 1.297, -0.222], [6.417, 2.409, -1.029], [5.614, 3.532, -0.874], [4.608, 3.548, 0.085], [4.403, 2.433, 0.887], [6.838, 0.414, -0.321], [7.197, 2.397, -1.779], [5.773, 4.398, -1.504], [3.975, 4.430, 0.212], [3.621, 2.418, 1.637], [9.031, 2.012, -3.417], [8.742, 0.726, -3.703], [7.948, 0.443, -4.796], [7.656, -0.881, -5.088], [8.150, -1.899, -4.283], [8.941, -1.592, -3.185], [9.246, -0.271, -2.892], [7.566, 1.251, -5.406], [7.041, -1.119, -5.945], [7.916, -2.930, -4.511], [9.323, -2.383, -2.554], [9.867, -0.011, -2.045]],
  "lowdin_charge": [-0.11, -0.24, -0.21, -0.22, -0.21, -0.20, -0.23, -0.31, -0.29, 0.37, -0.10, -0.29, -0.39, -0.47, 0.97, -1.09, 0.71, -0.16, -0.08, -0.14, 0.05, -0.18, 0.08, -0.32, -0.32, 0.16, 0.02, 0.06, 0.07, 0.09, 0.09, 0.09, 0.11, 0.11, 0.10, 0.10, 0.09, 0.10, 0.10, 0.11, 0.10, 0.06, 0.10, 0.02, 0.03, 0.03, 0.03, 0.07, 0.07, 0.08, 0.06, 0.11, 0.10, 0.12, 0.03, 0.05, 0.05, -0.29, -0.02, -0.08, -0.09, -0.08, -0.02, 0.11, 0.08, 0.10, 0.06, 0.12, 0.05, -0.30, -0.02, -0.08, -0.10, -0.08, -0.02, 0.12, 0.10, 0.10, 0.10, 0.12],
  "gap_ev": 6.525,
  "mol_weight_da": 796.533,
  "total_energy_ev": -159210.3055,
  "multiplicity": 1,
  "total_charge": -1,
  "e_homo_ev": -5.27,
  "de_lowest_kcal_mol": 0.0
}



> Which value of multiplicity does entry 2 give?

2



> What is the multiplicity in the first record?

1



> Among the records above, which one has the highest multiplicity?

C11H18